A cluster of 12 separate species, C58H74Br4NO22S3 in total at a distorted geometry, computed with ωB97M-V/def2-TZVPD.

Results
Molecular weight in g/mol: 1553.03
E_HOMO in eV: -11.47
Maximum force in Eh/bohr: 0.1820
HOMO-LUMO gap in eV: 4.37

The geometry in ORCA input format:
```
! RIJCOSX wB97M-V def2-TZVPD def2/J DEFGRID3
* xyz 1 1
C -14.306 -0.962 40.818
C -13.592 0.047 39.875
C -13.199 1.226 40.850
C -12.182 2.132 40.234
C -10.884 1.302 39.917
C -11.071 0.115 38.899
N -12.309 -0.638 39.419
O -12.368 -1.979 38.984
C -9.830 -0.861 38.929
C -11.363 0.630 37.466
C -14.540 0.558 38.811
H -14.716 -1.830 40.301
H -15.147 -0.467 41.304
H -13.650 -1.337 41.604
H -12.729 0.770 41.721
H -14.058 1.755 41.262
H -11.800 2.933 40.868
H -12.501 2.575 39.291
H -10.477 0.818 40.805
H -10.067 1.914 39.534
H -8.861 -0.366 38.988
H -9.951 -1.555 38.098
H -9.782 -1.390 39.881
H -12.151 1.374 37.586
H -11.590 -0.115 36.704
H -10.374 0.909 37.101
H -15.523 0.798 39.217
H -14.666 -0.181 38.020
H -14.189 1.508 38.408
Br -10.511 2.953 46.982
C -10.718 4.929 47.003
C -10.736 5.314 48.539
Br -10.949 7.291 48.606
H -11.597 5.288 46.468
H -9.864 5.405 46.522
H -9.772 5.118 49.008
H -11.592 4.902 49.074
Br -11.102 -3.952 31.117
C -9.857 -4.957 32.396
C -8.392 -5.054 31.957
Br -7.125 -5.732 33.364
H -10.303 -5.926 32.617
H -9.885 -4.478 33.375
H -7.956 -4.195 31.447
H -8.394 -5.898 31.267
O -16.378 7.064 39.133
S -16.795 7.373 40.518
O -17.238 6.377 41.463
O -15.509 8.280 41.173
C -15.211 8.127 42.583
C -13.903 8.887 42.685
C -18.055 8.692 40.452
H -15.094 7.056 42.744
H -15.967 8.504 43.272
H -14.064 9.928 42.408
H -13.138 8.534 41.992
H -13.494 8.930 43.694
H -18.113 9.273 41.372
H -19.015 8.261 40.165
H -17.676 9.239 39.589
O -16.581 2.900 48.170
S -17.872 2.137 48.357
O -19.148 2.576 47.791
O -17.670 0.566 47.793
C -16.400 -0.044 48.033
C -16.642 -1.557 48.055
C -18.148 1.883 50.129
H -15.858 0.295 48.915
H -15.697 0.054 47.205
H -17.458 -1.804 48.736
H -15.764 -2.175 48.243
H -16.940 -1.835 47.044
H -17.453 2.483 50.717
H -18.234 0.816 50.331
H -19.108 2.322 50.404
O -16.868 -6.432 36.573
S -17.291 -6.337 35.120
O -16.985 -5.139 34.331
O -16.898 -7.776 34.417
C -16.912 -9.042 35.077
C -15.519 -9.228 35.840
C -19.153 -6.510 35.197
H -17.051 -9.882 34.396
H -17.760 -9.185 35.746
H -15.415 -10.001 36.602
H -15.227 -8.380 36.459
H -14.750 -9.425 35.093
H -19.496 -5.835 34.413
H -19.464 -6.213 36.199
H -19.469 -7.519 34.933
C -1.385 -2.449 32.361
C -2.203 -1.854 33.210
C -1.761 -0.995 34.276
O -2.533 -0.351 34.981
C -0.287 -0.962 34.391
C 0.538 -1.736 33.679
C 0.144 -2.563 32.501
O 0.889 -3.224 31.718
H -1.919 -2.879 31.526
H -3.246 -1.898 32.936
H 0.217 -0.415 35.174
H 1.595 -1.685 33.895
C -20.366 2.362 34.609
C -20.504 1.441 33.595
C -21.738 0.670 33.240
O -21.869 -0.165 32.340
C -22.787 1.027 34.162
C -22.723 1.935 35.151
C -21.511 2.789 35.465
O -21.370 3.567 36.440
H -19.425 2.888 34.670
H -19.742 1.141 32.891
H -23.795 0.640 34.129
H -23.633 2.106 35.705
C -2.750 7.325 41.533
C -1.594 7.465 42.220
C -0.886 6.437 43.024
O 0.138 6.551 43.739
C -1.558 5.165 42.865
C -2.783 5.002 42.257
C -3.451 6.012 41.431
O -4.503 5.867 40.799
H -3.236 8.193 41.111
H -1.210 8.474 42.193
H -1.075 4.337 43.363
H -3.181 3.999 42.284
C -8.716 5.997 30.677
C -8.858 4.662 30.758
C -7.740 3.846 31.344
O -7.465 2.688 31.091
C -6.813 4.660 32.082
C -6.642 6.024 31.965
C -7.629 6.804 31.188
O -7.543 8.000 30.939
H -9.568 6.536 30.289
H -9.718 4.098 30.428
H -6.149 4.158 32.770
H -5.964 6.599 32.578
C -10.299 -9.126 43.156
C -10.629 -7.782 43.106
C -10.330 -6.944 44.233
O -10.367 -5.778 44.156
C -9.783 -7.636 45.421
C -9.436 -8.898 45.417
C -9.563 -9.800 44.256
O -9.461 -11.035 44.308
H -10.565 -9.740 42.308
H -11.123 -7.430 42.212
H -9.669 -7.124 46.365
H -9.081 -9.260 46.371
C -25.426 0.601 41.819
C -24.422 -0.259 41.579
C -23.009 0.065 41.346
O -22.165 -0.709 40.971
C -22.794 1.456 41.649
C -23.773 2.385 41.924
C -25.195 2.033 41.941
O -26.098 2.817 42.196
H -26.425 0.265 42.056
H -24.677 -1.308 41.570
H -21.782 1.833 41.652
H -23.392 3.396 41.944
*
```

Mulliken atomic charge list, values in e, 8 entries: atom 1 (C): -1.714, atom 2 (C): 1.174, atom 3 (C): -1.090, atom 4 (C): -0.714, atom 5 (C): -1.179, atom 6 (C): 1.027, atom 7 (N): 0.800, atom 8 (O): -0.253